This record from OMol25 describes the ion C4H11INO with charge +1 at a distorted geometry. The level of theory is the ωB97M-V functional and the def2-TZVPD basis.

Output
**Relative energy (zero: lowest compared OMol25 entry of this formula, charge and spin)**: 135.16 kJ/mol
**HOMO**: -13.438 eV
**Charge**: +1
**Structure (SMILES)**: C[NH+](C)[C@@H](O)CI
**Kohn-Sham gap**: 10.049 eV
**Lowest unoccupied orbital energy**: -0.1246 Eh

The geometry in XYZ format:
```
18
Properties=species:S:1:pos:R:3:forces:R:3
C 1.078366 0.936088 0.721663 -3.36 1.17 2.80
N 0.653821 0.097270 -0.355273 1.52 -2.17 -0.95
C 1.595827 -1.119880 -0.600830 -2.25 1.71 -0.78
C -0.826853 -0.333434 -0.177342 0.42 -0.26 -2.95
O -0.732877 -1.012073 0.995947 -2.47 -1.26 0.82
C -1.799024 0.833309 -0.188069 0.57 0.81 -1.07
I -3.779979 0.029261 -0.010137 0.48 0.34 -0.19
H 0.560498 0.485867 1.645837 0.43 1.53 -1.19
H 2.053727 0.910652 1.029766 2.84 -0.34 -0.23
H 0.810699 1.981753 0.417211 0.04 -0.85 0.99
H 0.938362 0.640107 -1.153210 -1.20 0.19 -1.05
H 1.483271 -1.920616 0.023879 -0.86 -1.67 2.05
H 1.385270 -1.439868 -1.583419 -0.08 -0.33 -1.20
H 2.550262 -0.762713 -0.502676 2.39 0.98 0.01
H -1.067266 -1.000981 -1.079156 0.56 0.70 1.13
H -1.671153 -1.350102 1.181080 1.74 0.47 0.00
H -1.594215 1.431880 0.655862 -0.18 0.50 1.39
H -1.638732 1.593484 -1.021132 -0.57 -1.52 0.43
```
Forces are in eV/Å.

Atomic partial charges in e from the natural (NBO) method, atoms 1 to 8: number 1, C, carries -0.46; number 2, N, carries -0.36; number 3, C, carries -0.38; number 4, C, carries 0.25; number 5, O, carries -0.72; number 6, C, carries -0.60; number 7, I, carries 0.20; number 8, H, carries 0.26

=====

This record from OMol25 describes a structure of composition C12H12 at a distorted geometry. The level of theory is the ωB97M-V functional and the def2-TZVPD basis.

Output
**Relative energy (zero: lowest compared OMol25 entry of this formula, charge and spin)**: 763.66 kJ/mol
**HOMO**: -6.962 eV
**Kohn-Sham gap**: 7.219 eV
**Lowest unoccupied orbital energy**: 0.0095 Eh

The geometry in XYZ format:
```
24
Properties=species:S:1:pos:R:3:forces:R:3
C -0.737767 -1.243842 0.570586 -2.17 -0.71 1.28
C -1.284675 -1.091061 -0.738216 -3.94 1.88 -0.04
C -2.173036 0.106495 -1.004580 1.94 -3.51 2.02
C -2.448921 0.986672 0.053678 1.83 1.13 -1.05
C -1.701178 0.970076 1.230172 0.34 -5.40 -0.75
C -0.989483 -0.243005 1.534043 -2.97 1.63 -5.40
C 1.332472 1.275428 -0.937064 -0.75 -1.14 -4.61
C 2.224060 1.324341 0.081868 -2.44 -1.86 -0.13
C 2.312731 0.172216 0.798040 0.81 -4.32 1.40
C 1.620433 -1.130469 0.544417 4.20 4.17 -1.22
C 0.772464 -1.129882 -0.601239 6.66 -1.12 -2.52
C 0.848869 0.020912 -1.415343 0.97 1.06 2.07
H 0.176102 -1.935004 0.861293 -4.89 0.10 0.19
H -0.912880 -1.703156 -1.607586 -1.81 0.73 1.12
H -2.528349 0.152806 -2.014403 -0.41 0.43 -0.16
H -2.854301 1.978258 -0.075207 -0.99 -0.17 -0.70
H -1.918508 1.609702 1.998509 -0.14 1.94 1.62
H -0.437270 -0.386406 2.318799 2.63 -0.18 4.94
H 1.234488 2.054133 -1.751812 0.09 -0.42 1.47
H 2.699999 2.178514 0.329270 1.68 2.49 0.90
H 3.152683 0.199346 1.499308 -0.59 -0.49 0.42
H 1.840892 -2.069526 1.116366 -0.11 1.20 -0.43
H 0.550477 -2.202854 -1.049768 0.87 2.49 0.99
H 0.340853 0.016897 -2.322939 -0.81 0.05 -1.42
```
Forces are in eV/Å.

Atomic partial charges in e from the natural (NBO) method, atoms 1 to 8: number 1, C, carries -0.25; number 2, C, carries -0.18; number 3, C, carries -0.21; number 4, C, carries -0.23; number 5, C, carries -0.18; number 6, C, carries -0.19; number 7, C, carries -0.17; number 8, C, carries -0.29

=====

This record from OMol25 describes a cluster of 10 separate species, C38H76F6N2O10 in total at a distorted geometry. The level of theory is the ωB97M-V functional and the def2-TZVPD basis.

Output
**⟨S²⟩**: 0.75
**HOMO (alpha / beta)**: -10.322 / -10.322 eV
**Charge**: +1
**Spin multiplicity**: 2
**Kohn-Sham gap (alpha / beta)**: 7.767 / 2.761 eV
**Lowest unoccupied orbital energy (alpha / beta)**: -0.0939 / -0.2779 Eh

The geometry in XYZ format:
```
132
Properties=species:S:1:pos:R:3:forces:R:3
C -0.105552 8.700459 -3.035362 0.04 -0.56 -0.37
C 0.695228 7.407488 -2.718878 -1.09 2.81 0.59
N -0.115731 6.364575 -2.127126 2.26 -1.79 -3.32
C 0.796362 5.286819 -1.724160 -0.14 -0.31 2.45
C 0.146397 4.102580 -1.081548 -0.86 -0.55 -0.63
C -1.231138 5.959031 -2.973606 -1.64 0.12 -0.23
C -0.813370 5.283521 -4.317644 0.79 -0.56 -0.46
H 0.590067 9.386447 -3.518703 -0.08 0.23 0.38
H -0.627609 9.133236 -2.181970 0.39 0.08 0.06
H -0.859295 8.490113 -3.794130 0.00 0.03 -0.03
H 1.043435 7.098755 -3.704541 0.25 -0.67 0.11
H 1.524158 7.646184 -2.052556 0.04 -0.28 -0.15
H 1.443090 4.905975 -2.514601 -0.24 0.54 -0.76
H 1.497394 5.687339 -0.991874 0.02 0.49 -0.07
H -0.560931 4.375080 -0.298265 0.41 -0.01 0.34
H -0.442105 3.569735 -1.828427 0.03 -0.27 -0.03
H 0.941836 3.426369 -0.768320 -0.24 0.02 0.34
H -1.840788 6.829839 -3.214685 0.25 0.10 0.13
H -1.918844 5.322958 -2.416314 0.40 -0.32 0.10
H 0.024874 4.594377 -4.215086 0.01 -0.10 0.42
H -0.511595 5.921799 -5.148093 0.00 0.79 0.49
H -1.582449 4.679825 -4.799494 -0.52 0.09 0.71
C -1.448411 -6.943665 0.924074 0.30 -0.29 0.26
C -1.917695 -5.557699 0.549098 0.33 0.49 0.17
N -0.790904 -4.717994 0.127163 -0.66 -0.27 -0.86
C -1.112322 -3.304522 0.289760 0.40 -0.46 0.37
C -2.298213 -2.778744 -0.494305 0.02 0.21 -0.71
C -0.506886 -5.063771 -1.269242 2.09 -1.07 -0.37
C 0.746722 -4.400594 -1.883096 -0.35 1.77 0.42
H -2.230104 -7.514231 1.425581 -0.01 -0.10 -0.19
H -0.587993 -6.893331 1.591337 -0.14 0.29 0.32
H -1.038017 -7.506480 0.085677 -0.49 -0.05 -0.21
H -2.685756 -5.545530 -0.224225 -0.22 -0.43 -0.29
H -2.392970 -5.026862 1.373982 0.07 -0.30 0.45
H -1.336869 -3.162960 1.346949 0.25 0.12 0.21
H -0.146765 -2.843643 0.081449 -0.35 0.78 -0.11
H -3.247978 -3.210741 -0.178983 0.06 0.01 0.23
H -2.376866 -1.694173 -0.419426 -0.04 0.07 0.15
H -2.218460 -3.000878 -1.558449 0.10 0.04 -0.10
H -1.354960 -4.990585 -1.950047 -0.28 0.39 -0.04
H -0.235285 -6.119119 -1.293435 -0.35 -0.21 0.25
H 1.080844 -4.703777 -2.875337 -0.46 -0.54 0.08
H 1.640968 -4.349939 -1.261927 -0.12 -0.80 0.41
H 0.533617 -3.335214 -1.970558 -0.16 0.40 -0.38
C 3.551050 -1.783927 -1.674102 0.05 -0.83 -0.21
C 4.194988 -2.858562 -2.592852 -1.59 1.53 -0.11
O 5.123832 -3.642467 -1.903658 1.37 -1.99 0.99
C 5.015189 -4.994414 -1.775787 -4.10 -0.78 -2.13
O 4.049298 -5.697160 -2.170367 3.79 2.62 1.54
C 6.231145 -5.562028 -1.036311 1.56 -1.62 0.56
F 6.060944 -5.535122 0.279899 -0.37 1.26 0.58
F 6.442892 -6.897060 -1.229155 -0.29 1.29 -1.23
F 7.362184 -4.881019 -1.355652 -1.00 -0.63 0.17
H 2.939290 -2.310482 -0.941579 0.01 0.28 0.26
H 2.895866 -1.144179 -2.265349 -0.17 -0.15 -0.19
H 4.242628 -1.095216 -1.188828 0.22 -0.39 0.08
H 4.691393 -2.291473 -3.380314 0.39 -0.53 -0.18
H 3.409201 -3.486998 -3.012038 0.09 -0.03 -0.09
C 4.412918 -2.525276 2.482829 0.80 -0.40 -0.67
C 3.071446 -2.014836 2.903840 0.29 -0.46 0.98
O 3.099800 -0.616411 3.251096 -0.57 1.50 0.11
C 3.218350 0.315283 2.333361 1.38 -1.22 -3.46
O 3.540595 0.098215 1.136167 -1.41 1.13 3.69
C 3.092024 1.798952 2.861567 0.75 0.61 -0.02
F 2.334166 2.513972 1.933800 0.80 -0.93 1.85
F 2.686741 1.939304 4.134912 -1.13 -0.42 -1.28
F 4.316990 2.379281 2.915513 -0.38 -0.44 -1.01
H 4.464296 -3.612373 2.543634 -0.44 -0.13 -0.24
H 5.240114 -2.243502 3.134325 -0.25 0.53 0.17
H 4.659225 -2.216101 1.467038 0.05 -0.07 0.05
H 2.831071 -2.452605 3.872692 -0.15 -0.08 -0.17
H 2.250570 -2.247371 2.225459 0.12 0.33 -0.22
C -1.008551 -3.318282 6.021255 0.21 0.80 0.33
C -0.552603 -1.853416 6.121250 -0.84 0.99 1.26
O -0.970103 -1.101548 6.994693 0.47 -0.97 -1.03
C 0.391207 -1.401008 5.030763 -0.73 -0.06 -0.18
H -1.642122 -3.614393 6.857317 0.05 0.26 -0.02
H -0.133415 -3.967942 6.007560 -0.06 -0.11 -0.33
H -1.577340 -3.382222 5.093625 0.12 -0.38 -0.12
H -0.089245 -1.714148 4.103831 0.50 -0.58 -0.30
H 1.340910 -1.897959 5.228786 0.04 0.08 -0.42
H 0.497194 -0.330507 4.854995 0.12 0.02 0.83
C -3.319025 3.536766 4.355482 -0.19 -0.44 -0.69
C -2.607305 3.431068 5.674706 -0.65 1.31 0.81
O -2.764304 4.276321 6.537978 0.03 -0.05 -0.46
C -1.769261 2.250040 5.981274 0.73 -0.83 -0.97
H -3.605122 4.526657 4.000017 0.29 0.21 0.58
H -4.249850 2.977848 4.451776 -0.04 -0.13 0.03
H -2.778179 3.033035 3.554328 0.08 -0.07 0.06
H -1.368763 1.803994 5.070921 0.20 0.13 -0.23
H -2.344095 1.414100 6.379855 -0.07 0.26 0.56
H -0.930156 2.562296 6.602972 -0.31 -0.29 0.30
C 1.164760 0.155928 -5.077257 -0.34 0.83 1.32
C 1.676960 1.390101 -4.315243 0.35 0.40 0.61
O 1.372778 1.645489 -3.159281 -0.45 -0.28 -0.71
C 2.791056 2.193677 -4.957162 -0.22 -0.84 -0.59
H 0.994798 0.356269 -6.135122 0.45 -0.35 0.04
H 0.254012 -0.214040 -4.606338 -0.20 0.26 -0.07
H 1.885851 -0.616736 -4.810578 0.31 -0.13 -0.75
H 3.466202 1.410291 -5.301512 0.58 0.11 0.13
H 3.282435 2.887012 -4.274566 -0.18 -0.17 -0.06
H 2.516327 2.659064 -5.903761 -0.32 0.25 0.10
C -1.626654 1.247775 0.840035 -0.24 -0.56 0.05
C -0.333744 0.518930 1.009808 1.25 -0.51 2.03
O 0.092211 0.299022 2.151970 -0.37 0.20 -1.80
C 0.369085 0.039500 -0.234228 -0.75 0.00 0.13
H -1.470604 2.244016 0.426203 -0.06 0.09 0.19
H -2.123339 1.222153 1.809949 -0.12 0.52 -0.10
H -2.231062 0.684291 0.129200 -0.18 0.11 -0.12
H 1.001772 -0.832066 -0.066343 0.13 0.33 0.11
H 0.907476 0.866587 -0.697017 0.19 -0.09 -0.02
H -0.451073 -0.228338 -0.900334 0.22 -0.16 -0.44
C -2.325818 1.277588 -5.935299 -0.72 0.08 0.68
C -2.706476 0.885363 -4.487371 0.40 -2.44 0.01
O -3.310338 -0.159309 -4.244751 0.66 1.74 -0.68
C -2.203218 1.697860 -3.311184 -0.54 0.42 0.35
H -2.682783 2.300328 -6.056443 0.09 0.14 -0.34
H -2.808930 0.629108 -6.666171 -0.21 0.02 0.28
H -1.262085 1.244867 -6.170924 0.11 0.11 0.51
H -2.709700 1.354596 -2.409105 -0.10 -0.14 -0.11
H -2.455144 2.753220 -3.415411 0.11 0.19 -0.18
H -1.137136 1.614330 -3.100019 0.20 -0.12 -0.48
C -6.227554 -0.511670 3.621770 -0.08 -0.69 -0.28
C -4.734095 -0.356994 3.417772 -0.34 1.28 1.65
O -4.250790 0.760200 3.494122 0.09 -0.69 -0.65
C -3.911347 -1.591465 3.374861 0.50 -0.59 -0.64
H -6.732596 -0.432090 2.659112 -0.08 0.40 -0.07
H -6.606610 0.215068 4.340285 0.10 0.10 -0.29
H -6.498690 -1.513812 3.953902 0.18 -0.06 0.21
H -3.755806 -2.006138 4.370824 -0.38 0.12 0.23
H -2.906087 -1.421162 2.989437 -0.08 0.20 -0.21
H -4.431251 -2.343996 2.781988 0.14 -0.18 -0.01
```
Forces are in eV/Å.

Atomic partial charges in e from the Löwdin method, atoms 1 to 8: number 1, C, carries -0.04; number 2, C, carries -0.18; number 3, N, carries 0.05; number 4, C, carries -0.20; number 5, C, carries -0.07; number 6, C, carries -0.15; number 7, C, carries -0.03; number 8, H, carries 0.09

=====

This record from OMol25 describes a cluster of 7 separate species, C9H32O7 in total at a distorted geometry. The level of theory is the ωB97M-V functional and the def2-TZVPD basis.

Output
**Relative energy (zero: lowest compared OMol25 entry of this formula, charge and spin)**: 315.69 kJ/mol
**HOMO**: -10.009 eV
**Structure (SMILES)**: CC(C)O.CC(C)O.CO.CO.CO.O.O
**Kohn-Sham gap**: 10.318 eV
**Lowest unoccupied orbital energy**: 0.0113 Eh

The geometry in XYZ format:
```
48
Properties=species:S:1:pos:R:3:forces:R:3
C 8.184763 17.084173 5.894402 0.42 0.88 0.64
C 7.873392 15.912557 6.798316 -1.05 -0.69 -0.42
C 8.809969 14.742603 6.676264 0.94 0.78 -0.29
O 7.859030 16.252447 8.170721 -0.14 0.90 0.29
H 7.574795 17.945738 6.165961 -0.05 0.00 0.33
H 7.957614 16.959495 4.835649 0.19 -0.65 0.07
H 9.223306 17.385543 6.031176 0.14 0.08 -0.21
H 6.864445 15.619023 6.508550 -0.30 -0.34 0.04
H 8.469565 13.849540 7.200344 -0.32 -0.24 -0.66
H 9.699919 15.034918 7.233621 0.34 0.10 -0.11
H 9.113240 14.675777 5.631444 -0.12 -0.93 0.03
H 7.931339 15.415309 8.635017 -0.07 0.12 0.27
C 3.018569 13.142110 -1.995463 0.62 -1.15 -0.38
C 3.473674 14.455552 -1.416957 -0.43 0.10 -1.22
C 3.771696 15.461709 -2.512757 1.41 -0.44 0.22
O 2.497347 15.066119 -0.617651 -0.54 0.04 1.54
H 3.674699 12.841716 -2.812384 0.33 0.16 -0.09
H 2.038074 13.122552 -2.471230 -0.27 0.31 0.45
H 3.140517 12.328118 -1.280874 -0.55 0.02 0.17
H 4.324689 14.278193 -0.759378 0.11 0.16 -0.09
H 2.894363 15.576355 -3.149357 -0.10 0.59 0.26
H 4.578264 15.162026 -3.181891 0.08 -0.30 -0.01
H 4.169323 16.314831 -1.963061 -0.62 0.63 -0.56
H 1.740122 15.334017 -1.143423 0.02 -0.07 -0.21
C 0.783419 17.694633 2.940918 -0.58 0.24 0.11
O 1.601202 17.918867 4.050106 1.26 0.33 0.58
H 1.245588 17.946027 1.986294 0.17 -0.26 -0.04
H 0.491785 16.646029 2.999921 -0.38 0.08 -0.51
H -0.051112 18.383707 3.070716 -0.52 -0.37 -0.34
H 2.447958 18.250663 3.742670 0.10 -0.07 0.18
C 8.378530 14.743836 -0.086446 0.77 0.77 -0.81
O 8.272438 13.415694 0.299715 -0.55 -1.43 0.42
H 9.361127 14.951895 -0.509914 0.31 0.17 0.29
H 7.735278 14.931581 -0.946139 -0.52 0.04 0.32
H 8.178565 15.421740 0.743344 -0.12 0.12 -0.11
H 9.121240 13.003025 0.475362 0.02 0.31 -0.04
C 5.829893 21.480841 1.717282 -0.96 -0.33 -0.78
O 5.544839 20.270302 1.035101 0.59 -0.89 -0.25
H 6.059201 22.133872 0.875220 0.04 0.54 0.51
H 4.874388 21.731084 2.178227 0.30 0.82 0.40
H 6.647486 21.466899 2.438013 0.03 -0.22 -0.05
H 5.593861 19.503946 1.611204 -0.02 0.01 0.18
O 4.654614 16.519062 2.223894 0.17 0.36 -0.02
H 4.869213 15.779866 2.792908 0.09 -0.26 0.24
H 3.864610 16.242857 1.759309 -0.29 -0.11 -0.26
O 5.973028 12.983492 3.343994 -0.22 0.22 0.13
H 6.215982 12.943880 2.418992 0.15 0.02 -0.36
H 6.522112 12.321991 3.764887 0.11 -0.14 0.14
```
Forces are in eV/Å.

Atomic partial charges in e from the natural (NBO) method, atoms 1 to 8: number 1, C, carries -0.63; number 2, C, carries 0.09; number 3, C, carries -0.64; number 4, O, carries -0.71; number 5, H, carries 0.22; number 6, H, carries 0.22; number 7, H, carries 0.20; number 8, H, carries 0.15